Entry from the OMol25 dataset: a molecular structure, C5H9O4Rb in a non-equilibrium geometry (wB97M-V/def2-TZVPD).

Last column: Löwdin spin population.
Geometry (Å):
C1 -3.832369 2.259331 5.811176  0.00
C2 -2.356442 1.816835 5.713539  0.10
O1 -2.146886 0.836648 6.644260  0.83
H1 -3.993755 3.033094 5.049231  0.00
H2 -4.500657 1.413561 5.608504  0.00
H3 -4.047267 2.667916 6.805985  0.00
H4 -1.724513 2.699421 5.925584  0.05
H5 -2.159213 1.459620 4.686329  0.03
H6 -0.102610 -0.422497 6.927445  0.00
O2 1.806798 0.351606 6.430315  0.00
C3 2.060093 0.222026 5.138063  0.00
C4 1.027930 -0.771235 6.877120  0.00
O3 2.195009 1.166660 4.391006  0.00
O4 1.837145 -1.011140 4.722516  0.00
C5 1.354720 -1.821181 5.815326  0.00
Rb1 1.929584 3.346814 1.657782  0.00
H7 1.351523 -1.036111 7.886428  0.00
H8 0.486756 -2.390454 5.472670  0.00
H9 2.163430 -2.500037 6.110104  0.00

Atomic forces in eV per Å
0.4 0.4 -0.6
-2.1 0.2 0.4
1.1 -0.2 -0.1
-0.3 -0.1 0.2
0.2 0.2 0.1
0.1 -0.1 -0.3
0.3 -0.4 0.0
0.4 0.0 0.3
2.3 -0.8 -0.3
0.3 0.3 0.7
-1.9 1.2 -0.7
-1.9 0.5 0.5
1.0 -0.3 0.0
0.1 -0.8 -0.4
0.1 -0.2 0.1
0.1 -0.3 0.3
0.0 0.0 -0.3
0.2 0.1 0.0
-0.2 0.1 0.0

Values from the calculation:
Net charge   +1
Energy above the lowest of the compared OMol25 structures with the same formula, charge and spin   17.1 kJ/mol
Spin multiplicity   2
Calculated total energy   -520.68666 Ha
HOMO energy (alpha / beta)   -0.47761 / -0.45755 Ha
Frontier orbital gap (alpha / beta)   9.1 / 8.5 eV
<S²>   0.7538

---

Entry from the OMol25 dataset: C6H12O in the gas phase (wB97M-V/def2-TZVPD).

Last column: Mulliken charge in e.
Geometry (Å):
C1 -2.779865 0.252745 -0.210655  -1.25
C2 -1.438332 0.574944 0.443920  -0.37
C3 -0.346427 -0.427750 0.067902  -0.65
C4 1.015609 -0.052202 0.616295  -0.09
C5 2.188968 -0.983058 0.435629  -0.87
C6 2.149006 0.300112 -0.318916  -0.12
O1 1.969869 0.182915 -1.700816  -0.54
H1 -2.715431 0.338471 -1.301771  0.32
H2 -3.092086 -0.773226 0.019288  0.31
H3 -3.569992 0.929683 0.131788  0.36
H4 -1.550649 0.582578 1.536998  0.29
H5 -1.120900 1.588319 0.162430  0.32
H6 -0.277506 -0.513677 -1.024938  0.37
H7 -0.642117 -1.420208 0.437653  0.27
H8 0.994021 0.507749 1.551339  0.45
H9 2.011028 -1.879273 -0.153976  0.27
H10 2.908363 -1.095426 1.241368  0.27
H11 2.833886 1.092788 -0.013792  0.33
H12 1.504488 0.973668 -2.002054  0.33

Atomic forces in eV per Å
0.0 0.0 0.0
0.0 0.1 0.0
0.0 -0.1 0.0
-0.1 0.0 0.1
0.1 -0.1 0.0
0.2 0.1 0.3
-0.1 0.2 -0.1
0.0 0.0 0.1
0.0 0.2 0.0
0.1 -0.1 -0.1
0.0 0.0 -0.2
0.0 -0.1 0.0
0.0 0.0 0.2
0.1 0.1 -0.1
0.0 -0.1 -0.1
0.0 0.1 0.1
-0.1 0.0 -0.1
-0.1 -0.1 -0.1
0.1 -0.1 0.0

Values from the calculation:
SMILES   CCC[C@H]1C[C@H]1O
Energy above the lowest of the compared OMol25 structures with the same formula, charge and spin   116.7 kJ/mol
Calculated total energy   -311.01482 Ha
HOMO energy   -0.35470 Ha
Frontier orbital gap   10.6 eV

---

Entry from the OMol25 dataset: C2H2 in the gas phase in a non-equilibrium geometry (wB97M-V/def2-TZVPD).

Last column: Mulliken charge in e.
Geometry (Å):
C1 0.603440 0.105648 0.002633  -0.35
C2 -0.594484 -0.116057 0.004870  -0.35
H1 1.640110 0.297257 0.005603  0.35
H2 -1.625612 -0.310189 0.004947  0.35

Atomic forces in eV per Å
-2.7 -0.5 0.0
2.9 0.5 0.0
0.4 0.1 0.0
-0.6 -0.1 0.0

Values from the calculation:
SMILES   C#C
Energy above the lowest of the compared OMol25 structures with the same formula, charge and spin   0.0 kJ/mol
Calculated total energy   -77.32333 Ha
HOMO energy   -0.39258 Ha
Frontier orbital gap   12.0 eV